Entry 1:
{
  "formula": "C2H6O4",
  "method": "wB97M-V/def2-TZVPD",
  "symbols": ["C", "C", "O", "O", "O", "O", "H", "H", "H", "H", "H", "H"],
  "xyz": [[0.363, 0.269, -0.358], [0.628, 1.548, 0.179], [0.587, -1.976, 0.438], [-0.681, -0.305, 0.375], [0.310, -2.729, -0.713], [-1.627, 1.233, 0.257], [-0.603, -3.020, -0.556], [-1.996, 1.167, 1.150], [1.210, -0.475, -0.161], [0.197, 0.247, -1.442], [1.045, 2.352, -0.418], [0.568, 1.689, 1.248]],
  "mulliken_charge": [-0.073, -0.463, -0.285, -0.323, -0.237, -0.502, 0.349, 0.304, 0.434, 0.275, 0.293, 0.229],
  "de_lowest_ev": 11.1535,
  "homo_lumo_gap_ha": [0.3660, 0.2298],
  "lumo_ha": [-0.0062, -0.0590],
  "charge": 0,
  "e_homo_ha": [-0.3723, -0.2888],
  "fmax_ev_per_a": 2.42
}



Entry 2:
{
  "formula": "C5H7IN3O2",
  "method": "wB97M-V/def2-TZVPD",
  "symbols": ["C", "C", "C", "C", "C", "N", "N", "N", "O", "O", "I", "H", "H", "H", "H", "H", "H", "H"],
  "xyz": [[-1.331, -0.992, -0.186], [-1.828, -1.516, -1.331], [0.381, 0.605, 0.054], [0.746, -1.798, 0.643], [1.814, 0.993, 0.510], [0.075, -0.663, 0.074], [-0.348, 1.659, -0.306], [-1.642, 1.668, -0.914], [-2.296, -2.040, -2.209], [-1.940, 2.739, -1.256], [-2.892, -0.227, 1.089], [0.715, -1.777, 1.778], [1.761, -1.891, 0.286], [0.207, -2.610, 0.390], [2.435, 0.670, -0.364], [2.077, 0.635, 1.439], [1.848, 2.040, 0.611], [0.221, 2.506, -0.307]],
  "mulliken_spin": [0.532, 0.288, 0.091, 0.004, 0.007, -0.049, 0.001, 0.015, 0.310, 0.031, 0.761, -0.005, -0.004, 0.013, 0.004, 0.001, 0.001, -0.001],
  "homo_lumo_gap_ha": [0.1938, 0.2432],
  "lumo_ha": [-0.1804, -0.2510],
  "charge": 1,
  "s_squared": 2.0157,
  "multiplicity": 3,
  "e_homo_ha": [-0.3742, -0.4942],
  "fmax_ev_per_a": 5.30
}



Entry 3:
{
  "formula": "C25H19N5O3Os",
  "method": "wB97M-V/def2-TZVPD",
  "symbols": ["Os", "O", "C", "C", "C", "C", "C", "C", "C", "O", "N", "N", "C", "C", "C", "C", "C", "C", "C", "O", "H", "H", "H", "H", "H", "H", "H", "H", "H", "H", "C", "C", "C", "C", "C", "C", "N", "N", "C", "C", "C", "C", "C", "N", "H", "H", "H", "H", "H", "H", "H", "H", "H"],
  "xyz": [[0.626, -0.284, -0.292], [1.953, 1.586, 3.483], [1.728, 0.603, 4.363], [2.386, 0.525, 5.589], [2.121, -0.512, 6.454], [1.192, -1.511, 6.133], [0.562, -1.468, 4.920], [0.817, -0.418, 4.015], [0.216, -0.356, 2.721], [-0.039, 0.519, 1.969], [-0.041, -1.885, 2.040], [-0.501, -1.672, 0.705], [-1.548, -2.321, 0.273], [-2.113, -2.125, -1.001], [-3.108, -3.044, -1.427], [-3.719, -2.901, -2.637], [-3.390, -1.796, -3.441], [-2.458, -0.864, -3.041], [-1.781, -1.017, -1.836], [-0.901, -0.081, -1.479], [2.575, 2.230, 3.846], [3.099, 1.296, 5.856], [2.644, -0.555, 7.401], [0.967, -2.299, 6.837], [-0.181, -2.220, 4.679], [-2.031, -3.041, 0.933], [-3.370, -3.873, -0.780], [-4.454, -3.620, -2.970], [-3.888, -1.667, -4.394], [-2.224, 0.000, -3.648], [2.401, -4.548, 2.922], [1.219, -3.847, 2.784], [1.209, -2.660, 2.076], [2.351, -2.143, 1.455], [3.540, -2.856, 1.626], [3.562, -4.033, 2.353], [2.282, -0.991, 0.661], [3.454, -0.430, 0.323], [3.346, 0.539, -0.619], [4.487, 1.196, -1.079], [4.359, 2.174, -2.046], [3.099, 2.498, -2.544], [2.001, 1.819, -2.063], [2.113, 0.864, -1.126], [2.419, -5.482, 3.467], [0.307, -4.222, 3.242], [-0.753, -2.364, 2.596], [4.434, -2.466, 1.161], [4.496, -4.567, 2.467], [5.446, 0.911, -0.669], [5.238, 2.683, -2.420], [2.967, 3.266, -3.293], [1.000, 2.031, -2.416]],
  "mulliken_spin": [2.709, 0.002, 0.005, -0.003, 0.005, -0.001, 0.000, 0.040, -0.049, 0.027, -0.026, 0.019, -0.036, 0.016, -0.001, 0.020, 0.004, -0.003, 0.057, 0.176, 0.000, 0.000, 0.000, 0.000, -0.001, -0.006, 0.000, 0.001, 0.000, -0.002, 0.063, -0.031, 0.041, -0.055, 0.101, -0.027, 0.172, 0.526, -0.078, 0.134, -0.008, 0.087, 0.040, 0.072, 0.002, 0.000, -0.005, 0.007, 0.000, 0.002, -0.001, 0.003, 0.005],
  "de_lowest_ev": 0.0000,
  "homo_lumo_gap_ha": [0.2329, 0.2380],
  "lumo_ha": [-0.2392, -0.2902],
  "charge": 2,
  "s_squared": 6.0356,
  "multiplicity": 5,
  "e_homo_ha": [-0.4721, -0.5282],
  "fmax_ev_per_a": 0.51
}



Entry 4:
{
  "formula": "C4H11NO",
  "method": "wB97M-V/def2-TZVPD",
  "symbols": ["C", "C", "N", "O", "H", "H", "H", "H", "H", "C", "C", "H", "H", "H", "H", "H", "H"],
  "xyz": [[1.625, -1.716, 0.347], [1.447, -0.234, 0.414], [0.760, 0.287, 1.525], [2.048, 0.568, -0.260], [0.795, -2.408, 0.502], [2.230, -2.138, 1.169], [2.316, -1.901, -0.499], [0.555, 1.265, 1.471], [0.145, -0.291, 2.067], [-3.153, 0.352, -1.379], [-1.910, 0.747, -0.615], [-3.173, -0.390, -2.227], [-3.956, 0.044, -0.709], [-3.795, 1.130, -1.826], [-1.948, 1.024, 0.436], [-1.638, 1.749, -1.009], [-1.057, 0.079, -0.882]],
  "mulliken_charge": [-1.130, 0.726, -0.436, -0.602, 0.334, 0.360, 0.318, 0.229, 0.212, -1.001, -0.580, 0.295, 0.271, 0.290, 0.336, 0.291, 0.086],
  "de_lowest_ev": 1.1131,
  "homo_lumo_gap_ha": 0.3980,
  "lumo_ha": 0.0296,
  "charge": 0,
  "e_homo_ha": -0.3684,
  "fmax_ev_per_a": 3.03
}



Entry 5:
{
  "formula": "C4H6O2",
  "method": "wB97M-V/def2-TZVPD",
  "symbols": ["C", "C", "O", "C", "C", "O", "H", "H", "H", "H", "H", "H"],
  "xyz": [[-1.458, 0.777, 0.116], [-0.771, -0.368, -0.579], [-0.033, -0.163, -1.763], [0.594, -0.913, -0.716], [1.225, -0.002, 0.136], [1.746, -0.325, 1.336], [-1.269, 0.744, 1.194], [-1.163, 1.763, -0.267], [-2.540, 0.668, -0.024], [1.549, -1.253, 1.528], [0.814, -1.974, -0.839], [1.307, 1.044, -0.123]],
  "mulliken_charge": [-0.923, 0.061, -0.371, -0.026, -0.278, -0.473, 0.272, 0.300, 0.279, 0.323, 0.393, 0.443],
  "de_lowest_ev": 5.1796,
  "homo_lumo_gap_ha": [0.2897, 0.2816],
  "lumo_ha": [0.0240, 0.0243],
  "charge": 0,
  "e_homo_ha": [-0.2656, -0.2573],
  "fmax_ev_per_a": 0.39
}



Entry 6:
{
  "formula": "C37H29BrN3O2PPt",
  "method": "wB97M-V/def2-TZVPD",
  "symbols": ["Pt", "N", "P", "C", "C", "C", "C", "C", "C", "C", "C", "C", "C", "C", "C", "C", "C", "C", "C", "C", "N", "H", "H", "H", "H", "H", "H", "H", "H", "H", "H", "H", "H", "H", "H", "H", "N", "C", "C", "C", "C", "C", "C", "C", "C", "C", "C", "C", "C", "C", "H", "H", "H", "H", "H", "H", "H", "H", "H", "H", "Br", "C", "C", "C", "C", "C", "C", "C", "O", "O", "H", "H", "H", "H"],
  "xyz": [[-0.038, -0.235, -0.338], [2.870, -0.920, -1.310], [2.286, 0.326, -0.316], [3.207, 1.762, -0.852], [2.547, 2.825, -1.460], [3.269, 3.931, -1.887], [4.643, 3.966, -1.712], [5.307, 2.905, -1.101], [4.593, 1.803, -0.660], [2.885, -0.061, 1.344], [2.891, 0.946, 2.307], [3.280, 0.656, 3.606], [3.659, -0.638, 3.946], [3.644, -1.644, 2.989], [3.254, -1.356, 1.687], [2.100, -2.023, -1.622], [2.582, -3.054, -2.427], [1.758, -4.123, -2.690], [0.471, -4.162, -2.151], [0.064, -3.112, -1.372], [0.866, -2.055, -1.108], [3.743, -0.801, -1.802], [1.472, 2.792, -1.597], [2.757, 4.762, -2.355], [5.205, 4.829, -2.044], [6.378, 2.944, -0.958], [5.107, 0.996, -0.151], [2.607, 1.959, 2.046], [3.308, 1.443, 4.349], [3.992, -0.857, 4.952], [3.958, -2.647, 3.248], [3.255, -2.141, 0.941], [3.585, -3.000, -2.829], [2.113, -4.933, -3.314], [-0.198, -4.990, -2.336], [-0.920, -3.070, -0.928], [-1.590, 1.074, -0.536], [-2.466, 1.255, -1.423], [-3.553, 2.248, -1.273], [-4.201, 2.755, -2.395], [-5.196, 3.709, -2.239], [-5.545, 4.146, -0.970], [-4.901, 3.637, 0.152], [-3.904, 2.690, 0.001], [-2.327, 0.363, -2.614], [-1.074, 0.243, -3.216], [-0.888, -0.662, -4.253], [-1.951, -1.441, -4.684], [-3.203, -1.308, -4.091], [-3.398, -0.406, -3.057], [-3.923, 2.418, -3.386], [-5.697, 4.110, -3.109], [-6.326, 4.885, -0.852], [-5.180, 3.978, 1.140], [-3.398, 2.282, 0.868], [-0.267, 0.901, -2.913], [0.078, -0.742, -4.734], [-1.812, -2.141, -5.498], [-4.032, -1.910, -4.439], [-4.369, -0.304, -2.590], [-2.122, -3.396, 7.538], [-1.770, -2.812, 5.877], [-0.553, -2.093, 5.639], [-0.303, -1.644, 4.382], [-1.240, -1.902, 3.343], [-2.439, -2.629, 3.582], [-2.715, -3.080, 4.833], [-0.935, -1.404, 1.949], [-1.515, -1.921, 0.988], [-0.066, -0.480, 1.887], [0.134, -1.919, 6.456], [0.595, -1.088, 4.144], [-3.108, -2.808, 2.751], [-3.619, -3.630, 5.056]],
  "mulliken_spin": [1.461, -0.012, 0.273, 0.003, 0.001, 0.001, 0.000, 0.002, 0.003, 0.016, 0.021, -0.007, 0.019, -0.010, 0.018, -0.012, 0.006, 0.001, 0.006, 0.003, 0.104, 0.001, 0.001, 0.000, 0.000, 0.000, 0.001, 0.000, 0.000, 0.001, 0.000, 0.005, -0.001, 0.000, 0.001, -0.003, 0.781, -0.079, 0.052, -0.004, 0.007, -0.006, 0.003, 0.010, 0.081, 0.064, 0.028, 0.004, 0.021, -0.008, 0.001, 0.000, 0.000, 0.000, 0.002, -0.048, 0.000, 0.000, 0.001, 0.001, 0.235, 0.242, 0.092, 0.022, 0.190, 0.010, 0.087, 0.069, 0.071, 0.170, 0.001, -0.002, -0.003, 0.000],
  "de_lowest_ev": 0.2515,
  "homo_lumo_gap_ha": [0.2509, 0.1516],
  "lumo_ha": [-0.2162, -0.3461],
  "charge": 2,
  "s_squared": 6.0372,
  "multiplicity": 5,
  "e_homo_ha": [-0.4672, -0.4978],
  "fmax_ev_per_a": 0.74
}